C35H65F4N2O22S4 | ωB97M-V/def2-TZVPD

```
132
Properties=species:S:1:pos:R:3:forces:R:3:mulliken_charge:R:1
C 0.170169 -0.874539 8.542941 0.5708 0.9576 -0.7501 -0.572
C 0.583988 -1.121848 6.977026 1.1175 -0.2367 2.1107 -0.304
O -0.364448 -2.015785 6.335389 0.2336 1.9159 -1.2294 -0.334
C -1.015320 -1.415104 5.194207 -1.7139 -0.4564 -0.8852 -0.593
C -0.485842 -2.034053 3.783900 1.1998 -0.3018 1.9800 -0.023
O -0.874853 -1.244430 2.629391 -0.4218 -1.5139 -0.3373 0.125
C -1.761046 -1.966772 1.736509 -0.8877 0.4265 0.6471 -1.427
C -1.660644 -1.495311 0.193233 -0.8596 -5.1371 0.2025 0.604
C -0.584024 -2.477372 -0.489307 1.2610 -0.1512 -0.6097 -1.110
C 0.922946 -2.315115 0.054706 0.9910 1.2030 -0.8545 -0.100
O 1.560568 -3.559203 0.451360 0.2567 1.1695 0.9097 -0.539
C 2.621728 -3.322672 1.416766 0.0821 -1.1819 0.0903 -0.106
C 3.916058 -2.599427 0.807435 2.1689 0.3572 0.4300 0.760
F 4.975798 -2.700025 1.794516 -2.7223 0.3105 -2.4757 -0.272
F 4.432482 -3.231153 -0.372666 -1.7046 1.9397 3.0133 -0.244
F 3.754334 -1.191717 0.567943 0.2856 -3.5076 0.2444 -0.223
C -3.123930 -1.930274 -0.425800 0.1754 1.0147 0.3016 -1.033
C -3.762774 -3.336223 0.033919 -1.5375 0.9171 -0.1431 -0.269
C -4.859164 -3.730699 -1.116373 0.5811 0.6668 -0.0224 -1.042
C -4.006485 -0.602058 0.001401 -0.8345 -0.1290 1.1347 0.256
C -5.152487 -0.109200 -1.016360 -0.6252 0.2022 -0.2167 -1.181
C -5.609960 1.420788 -0.809126 -0.5401 -0.2883 0.2048 -0.832
C -6.011015 1.788234 0.708617 -0.9885 1.0826 -0.5977 -0.154
C -5.849720 3.414041 0.856206 0.7669 -1.1303 0.1658 -0.972
C -4.353914 3.655114 1.424469 -0.7780 1.0273 -0.4750 0.369
C -4.165914 5.077502 2.169170 1.3414 -0.9090 0.5839 -0.689
C -2.557788 5.255853 2.406475 -0.7262 0.5531 -0.5433 -0.410
C -1.897887 6.008885 1.125018 0.4949 0.3817 1.1040 -0.344
C -0.389795 6.536724 1.450781 -1.1656 -0.3101 -0.1580 -0.667
O 0.521910 5.430506 1.728734 0.4548 1.3647 -1.3085 -0.284
C 1.855955 5.869808 1.276807 0.3447 -1.0098 0.7586 -0.733
C -2.910635 0.509240 0.522709 -1.6251 0.7432 -1.0406 -0.523
N -1.665420 -0.033263 -0.140102 0.1522 -0.0590 0.5142 0.721
C -0.398839 0.756260 -0.113196 5.1429 1.0192 -3.2492 0.374
O 0.389633 0.622509 -1.105054 -4.1091 -0.0635 4.1080 -0.721
N 0.003550 1.719417 0.930068 -2.4900 0.5439 -3.0656 0.131
C 0.718546 2.802445 0.164214 5.8824 1.7305 -0.9184 0.381
O 1.971816 2.888463 0.116165 -7.0688 -0.6168 0.3917 -0.409
F -0.050939 3.764845 -0.598102 1.1032 -3.1013 2.1911 -0.209
H 0.823434 -1.485379 9.264624 -1.3082 0.6962 -1.1680 0.290
H -0.956039 -1.041360 8.674549 1.7290 0.1836 -0.0587 -0.073
H 0.422852 0.241456 8.751150 -0.6205 -1.9008 -0.1395 0.296
H 0.691436 -0.092061 6.488990 -0.3313 -1.6628 0.2895 0.290
H 1.621169 -1.647052 7.025114 -1.7329 0.9624 -0.4798 0.255
H -2.140052 -1.709263 5.272221 1.8006 0.5470 -0.1056 0.179
H -0.994900 -0.269863 5.165220 0.3228 -1.5836 0.1606 0.284
H -0.838459 -3.126789 3.763503 0.3915 1.6181 -0.3640 0.312
H 0.668988 -2.058813 3.857167 -1.7581 0.1270 -0.2813 -0.122
H -1.575697 -3.113378 1.735907 -0.0506 2.0559 -0.0680 0.642
H -2.837302 -1.833461 2.158699 1.6163 -0.1509 -0.9365 0.387
H -0.884726 -3.585028 -0.306439 0.2055 2.0698 -0.1289 0.337
H -0.524897 -2.374623 -1.647013 -0.3793 0.0759 1.9762 0.376
H 1.557946 -1.884792 -0.819368 -1.0825 -0.5602 1.4519 0.060
H 1.037156 -1.574190 0.923624 -0.5571 -0.9115 -1.1324 0.420
H 2.976808 -4.368776 1.777499 -0.4841 1.8333 -0.8706 0.372
H 2.208427 -2.801830 2.360560 0.9333 -0.2908 -1.6358 -0.064
H -3.013421 -2.012042 -1.566794 -0.0545 0.4516 1.4638 0.514
H -4.367182 -3.121541 1.001675 1.2598 -0.6638 -1.4107 0.332
H -2.999253 -4.178718 0.187687 -1.1400 1.3547 -0.2652 0.286
H -5.535689 -2.823001 -1.368831 1.1683 -1.5003 0.6046 0.172
H -5.545897 -4.590356 -0.799876 1.2707 1.1398 -0.5579 0.385
H -4.256739 -3.943915 -2.074329 -1.1559 -0.0596 1.3980 0.303
H -4.608774 -0.813201 0.967333 1.1444 -0.0734 -1.5532 0.562
H -6.089639 -0.761187 -0.793926 1.6736 1.0354 -0.3699 0.369
H -4.911259 -0.289681 -2.130230 -0.0749 0.2615 1.7377 0.209
H -6.557597 1.599258 -1.452107 1.6967 -0.2934 0.9190 0.423
H -4.818858 2.176575 -1.176775 -1.0553 -1.2749 0.5141 0.339
H -5.391521 1.215889 1.486710 -0.8248 1.0034 -1.0698 0.144
H -7.128096 1.562337 0.928818 1.9279 -0.0270 -0.5718 0.414
H -5.928513 3.895193 -0.193429 -0.0283 -0.7495 1.7544 0.327
H -6.685390 3.840371 1.516055 1.4623 -0.5747 -0.7997 0.356
H -3.657694 3.667122 0.490158 -0.9144 -0.1339 1.6127 -0.229
H -4.059557 2.768111 2.115668 -0.4163 1.6930 -0.9912 0.129
H -4.571095 5.963637 1.560256 0.5079 -1.4667 0.8614 0.339
H -4.643814 5.070330 3.224115 0.4459 -0.0862 -1.9183 0.329
H -2.099328 4.203552 2.567181 -0.5861 1.7573 -0.1312 -0.002
H -2.421924 5.891029 3.366646 0.1005 -1.0705 -1.6754 0.464
H -2.524510 6.958493 0.937516 0.9425 -1.4371 0.1982 0.342
H -1.928321 5.363948 0.166623 0.1552 0.9875 1.5970 0.082
H -0.016946 7.108316 0.527092 -0.5289 -0.6279 1.4246 0.391
H -0.405040 7.206001 2.400831 -0.0736 -0.8550 -1.7231 0.293
H 1.946399 5.865592 0.131825 -0.3422 0.3162 1.6116 0.299
H 2.040345 6.898001 1.756549 0.1377 -1.5439 -0.9320 0.366
H 2.593103 5.057562 1.658018 -1.1622 1.6486 -0.4881 0.182
H -3.025577 1.534219 -0.012179 -0.2495 -1.5629 1.4724 0.217
H -2.896849 0.556648 1.682380 0.5328 -0.0214 -2.2055 0.064
H -1.957921 -0.031802 -1.149096 0.8108 0.0896 0.6556 0.645
H -0.853010 2.126630 1.362256 0.7705 -0.2420 0.0723 0.262
C 2.206966 1.475128 -4.041259 -0.3870 -0.0630 0.4907 -0.255
C 3.049393 0.466231 -3.275776 0.4503 0.5971 0.2450 -0.051
O 3.057199 -0.705332 -4.091716 -0.4851 0.0828 -0.8490 -0.263
S 2.985951 -0.263514 -5.652936 0.0502 0.2329 0.0990 1.049
O 4.322129 -0.265316 -6.180961 -1.3082 -0.0128 0.2283 -0.488
O 1.902046 -0.965132 -6.273414 1.0683 0.3229 0.3744 -0.561
O 2.538510 1.278796 -5.416044 0.5595 -0.8004 -0.0649 -0.374
H 1.138909 1.273665 -3.916278 0.0487 0.0153 0.0453 0.248
H 2.419417 2.502115 -3.740639 0.0852 -0.0994 -0.2548 0.336
H 2.640282 0.245879 -2.289430 -0.0028 -0.1895 -0.2076 0.039
H 4.081928 0.812510 -3.171713 -0.0958 0.0418 0.0482 0.322
C 5.408239 -2.874269 -7.409633 -0.3633 -0.0317 0.5822 -0.043
C 6.249886 -3.884717 -6.644740 0.4022 0.5399 0.0945 -0.300
O 6.257412 -5.055141 -7.461978 -0.4702 0.1759 -0.8141 -0.324
S 6.187036 -4.611398 -9.023291 0.0405 -0.2192 0.0145 1.123
O 7.520236 -4.612599 -9.551740 -1.1511 0.0373 0.1500 -0.532
O 5.103129 -5.312015 -9.644042 1.0374 0.4162 0.3921 -0.546
O 5.738941 -3.067969 -8.785184 0.5772 -0.7264 -0.0895 -0.355
H 4.340321 -3.075603 -7.284908 0.0515 0.0587 0.0308 0.249
H 5.620853 -1.848868 -7.108019 0.0292 -0.1631 -0.2661 0.177
H 5.840560 -4.105673 -5.658548 -0.0196 -0.2081 -0.2115 0.317
H 7.282917 -3.539105 -6.540067 -0.0746 0.0415 0.0582 0.290
C 8.421543 0.269291 -10.068305 0.0063 -0.6275 -0.2688 -0.327
C 7.836694 -0.392607 -8.829612 -0.5867 0.2231 -0.2307 0.000
O 8.859994 -0.297455 -7.838968 0.7109 0.4677 -0.3095 -0.290
S 9.707484 1.066920 -8.083492 0.0187 0.0303 -0.0377 1.101
O 9.195955 2.077246 -7.203188 0.6334 -0.6620 -0.6606 -0.547
O 11.097473 0.729598 -8.155466 -1.0888 0.3568 0.3295 -0.532
O 9.171254 1.383753 -9.583108 -0.0164 -0.0400 0.9492 -0.321
H 9.109317 -0.403886 -10.587905 -0.0910 -0.0007 0.0267 0.313
H 7.648269 0.602783 -10.761817 0.1576 0.1849 0.1515 0.326
H 7.564758 -1.434148 -9.003791 0.2472 0.0573 0.1287 0.117
H 6.962031 0.155636 -8.465456 -0.0089 -0.0234 -0.0848 0.138
C -4.036935 -1.813020 10.076872 -0.1097 -0.6050 0.3071 -0.398
C -4.225568 -2.515951 8.741099 0.6595 0.0524 -0.0476 0.120
O -5.444990 -1.994031 8.215373 -0.3010 0.6460 0.5232 -0.325
S -5.613745 -0.452785 8.702571 -0.0928 -0.0020 0.1771 1.079
O -5.155798 0.404582 7.646910 -0.4740 -0.4664 0.8186 -0.518
O -6.898969 -0.310838 9.316903 0.9822 0.0110 -0.7813 -0.524
O -4.480663 -0.472517 9.866158 -0.3405 0.0376 -0.9318 -0.305
H -4.665446 -2.262518 10.850861 0.0729 -0.0173 -0.0501 0.320
H -2.996181 -1.822844 10.404190 -0.1254 0.2379 -0.0713 0.344
H -4.284046 -3.599654 8.846413 -0.2450 0.1495 -0.0661 0.336
H -3.421002 -2.261113 8.044071 0.0462 -0.0657 0.0834 -0.115
```
Positions in Å, forces in eV/Å.

The HOMO energy comes out at -12.10 eV. Its HOMO-LUMO gap is 7.9 eV. For the LUMO energy, the calculation gives -4.19 eV. The charge is +1.